{"formula": "C2HClFN", "method": "the ωB97M-V functional and the def2-TZVPD basis", "species": ["N", "C", "C", "F", "Cl", "H"], "positions_angstrom": [[1.92393, 0.20351, 1.06473], [0.73491, 0.25843, 0.65245], [-0.45233, -0.08248, -0.27801], [-0.08142, -1.36258, -0.74089], [-1.06596, 1.24709, -1.16142], [-1.05914, -0.26397, 0.46314]], "forces_ev_per_a": [[-9.38, 0.69, -2.72], [9.51, -0.44, 0.97], [4.98, -0.61, 0.87], [-0.78, 1.81, -1.13], [0.21, -0.18, -1.15], [-4.54, -1.27, 3.16]], "smiles": "N#C[C@H](F)Cl", "e_homo_ev": -12.0, "de_lowest_ev": 1.767}



{"formula": "C24H57MnNOP2Si4Te", "method": "the ωB97M-V functional and the def2-TZVPD basis", "species": ["Mn", "P", "P", "N", "H", "C", "H", "H", "H", "C", "H", "H", "H", "C", "H", "H", "H", "C", "H", "H", "H", "C", "H", "H", "H", "C", "H", "H", "H", "C", "C", "C", "C", "C", "C", "H", "H", "H", "H", "H", "C", "O", "C", "H", "H", "H", "C", "H", "H", "H", "C", "Si", "C", "C", "Si", "Te", "Si", "C", "C", "C", "Si", "C", "C", "C", "H", "H", "H", "H", "H", "H", "H", "H", "H", "H", "H", "H", "H", "H", "H", "H", "H", "H", "H", "H", "H", "H", "H", "H", "H", "H", "H"], "positions_angstrom": [[1.93086, -1.26615, -1.16114], [0.55196, -1.21752, -3.25429], [3.01110, -0.99752, 1.13509], [2.36469, -2.85736, -1.31688], [0.52025, 2.19392, -2.12078], [1.35829, -0.50062, -4.73160], [0.73113, -0.60641, -5.62750], [2.31514, -1.00702, -4.90492], [1.56008, 0.56388, -4.56235], [-1.09868, -0.41028, -3.26696], [-1.51879, -0.39642, -4.28344], [-1.01109, 0.62225, -2.90672], [-1.78372, -0.95363, -2.60659], [0.18311, -2.94265, -3.77055], [-0.48748, -2.95387, -4.63549], [-0.27673, -3.48107, -2.93331], [1.12389, -3.44634, -4.02212], [4.66683, -0.22619, 1.17605], [5.11288, -0.27998, 2.17814], [4.59118, 0.82636, 0.87502], [5.32160, -0.74137, 0.46407], [2.12203, -0.10308, 2.48282], [2.72879, -0.05267, 3.39078], [1.17592, -0.61381, 2.70716], [1.89154, 0.91748, 2.14508], [3.29608, -2.66489, 1.85106], [3.71528, -2.58854, 2.85975], [3.98877, -3.21045, 1.19946], [2.34837, -3.21484, 1.87872], [2.71885, -4.03965, -1.52626], [4.25870, -5.70641, -2.54808], [3.88897, -4.39151, -2.32871], [1.98564, -5.17959, -0.98688], [2.38029, -6.48650, -1.22456], [3.51293, -6.76271, -2.00178], [5.14198, -5.92132, -3.15388], [4.45123, -3.55488, -2.74209], [1.10851, -4.93686, -0.38751], [1.79659, -7.30433, -0.79769], [3.81597, -7.80088, -2.18281], [1.34314, 2.28108, -1.39481], [1.82461, 0.82772, -1.20338], [2.61403, 2.85363, -1.99896], [2.70169, 3.82251, -1.60302], [2.50292, 2.87067, -3.06235], [3.49404, 2.24958, -1.73332], [0.91174, 2.90289, -0.14085], [1.73704, 3.26868, 0.46224], [0.40030, 2.16191, 0.63259], [0.17535, 3.66055, -0.33340], [-3.90746, 0.63969, -1.29051], [-3.16806, 0.08019, 0.33681], [-4.60939, 0.11524, 1.54730], [-2.64380, -1.72570, 0.25151], [-1.42705, 1.44410, 0.99068], [0.08508, -0.18850, 0.02230], [-2.29403, 3.54314, 0.57415], [-4.08599, 3.69734, 1.12893], [-1.37636, 4.84876, 1.58565], [-2.35110, 4.00112, -1.25498], [-1.34613, 1.18102, 3.27421], [-2.85225, 2.02272, 4.04511], [-1.49002, -0.62105, 3.80147], [0.04645, 2.08864, 4.15537], [-4.66995, -0.09628, -1.57177], [-3.15952, 0.70759, -2.08394], [-4.38916, 1.61087, -1.17297], [-5.38432, -0.52763, 1.11701], [-4.31732, -0.28907, 2.51375], [-5.00933, 1.12109, 1.66079], [-1.86781, -1.88468, -0.50794], [-2.27314, -2.05436, 1.22095], [-3.52978, -2.30299, -0.02109], [-4.20727, 3.47843, 2.18982], [-4.38027, 4.73722, 0.95069], [-4.72994, 3.05003, 0.53618], [-0.32024, 4.93507, 1.33289], [-1.86071, 5.81108, 1.38902], [-1.46481, 4.62174, 2.64805], [-1.37256, 4.04152, -1.73063], [-2.97278, 3.29038, -1.80380], [-2.81174, 4.99318, -1.32372], [-3.78398, 1.61840, 3.65591], [-2.80162, 1.82959, 5.12156], [-2.79868, 3.09789, 3.88093], [-0.66729, -1.24475, 3.44850], [-1.50403, -0.64008, 4.89962], [-2.42750, -1.04909, 3.43725], [1.03412, 1.66734, 3.95823], [0.03826, 3.14162, 3.87347], [-0.14636, 2.00335, 5.23024]], "forces_ev_per_a": [[0.09, 1.58, -0.57], [0.62, -0.59, 0.40], [-0.02, -0.50, -0.57], [-0.46, 3.60, 0.35], [0.14, 0.32, 0.17], [-0.03, 0.04, -0.18], [0.12, 0.02, 0.19], [-0.19, 0.09, 0.08], [-0.03, -0.20, 0.01], [0.09, -0.02, -0.25], [0.14, -0.08, 0.19], [0.00, -0.26, -0.02], [0.21, 0.14, -0.11], [-0.03, 0.28, -0.04], [0.06, -0.08, 0.07], [0.10, 0.11, -0.17], [-0.17, 0.09, 0.10], [0.16, 0.07, 0.13], [-0.07, 0.02, -0.20], [-0.03, -0.23, 0.03], [-0.14, 0.08, 0.12], [0.26, -0.11, -0.08], [0.11, -0.04, -0.04], [0.41, 0.20, -0.10], [0.10, -0.33, 0.07], [0.05, 0.26, 0.00], [-0.05, -0.08, -0.10], [-0.18, 0.08, 0.11], [0.18, 0.11, -0.02], [1.53, -6.07, -0.92], [-0.36, -0.10, 0.25], [-0.76, 0.56, 0.52], [0.35, 0.82, -0.27], [0.23, 0.29, -0.16], [0.14, -0.33, -0.09], [-0.25, 0.07, 0.17], [-0.01, -0.21, 0.02], [0.11, -0.19, -0.07], [0.16, 0.20, -0.12], [-0.14, 0.47, 0.08], [1.73, -4.25, -1.12], [-0.42, 1.78, 0.36], [-0.55, -0.50, 0.05], [0.59, 1.63, 0.12], [0.24, 0.19, -0.74], [-0.47, 0.23, 0.06], [-0.49, -0.78, 2.82], [0.30, 0.47, -0.16], [1.66, 1.85, -1.92], [0.04, 0.60, -0.01], [0.13, -0.16, -0.15], [-0.56, -0.28, 0.46], [0.02, -0.18, -0.34], [-0.30, 0.06, -0.47], [-1.45, -0.64, 0.24], [-2.07, -0.61, 0.82], [-0.02, 0.74, -0.29], [0.22, -0.15, 0.03], [-0.10, -0.04, -0.34], [0.06, 0.07, 0.19], [-0.24, 0.23, 0.74], [0.20, -0.23, -0.16], [0.22, 0.12, 0.05], [0.22, -0.47, -0.01], [0.05, 0.13, -0.12], [-0.21, 0.04, 0.02], [-0.05, -0.03, -0.06], [-0.10, 0.05, 0.17], [-0.13, 0.02, 0.12], [-0.09, -0.03, 0.14], [-0.37, -0.21, 0.27], [0.04, -0.13, -0.02], [-0.07, -0.20, 0.07], [-0.15, -0.01, -0.09], [0.00, -0.07, 0.02], [-0.14, 0.02, 0.08], [0.00, 0.04, 0.07], [0.09, 0.01, 0.12], [0.00, 0.07, 0.05], [0.01, 0.03, -0.09], [0.04, 0.07, 0.00], [0.04, -0.08, -0.11], [-0.12, 0.16, 0.07], [-0.08, 0.06, -0.04], [-0.17, 0.07, 0.08], [-0.09, -0.06, 0.04], [0.01, -0.10, -0.16], [0.09, 0.02, 0.05], [-0.08, 0.19, 0.08], [0.05, 0.04, 0.04], [0.06, 0.12, -0.04]], "spin_multiplicity": 4, "e_homo_ev": [-6.0, -6.5], "s2": 3.90}



{"formula": "C5H8O", "method": "the ωB97M-V functional and the def2-TZVPD basis", "species": ["C", "C", "C", "C", "C", "O", "H", "H", "H", "H", "H", "H", "H", "H"], "positions_angstrom": [[2.81428, 0.39617, -0.27704], [1.42381, -0.02919, -0.11221], [0.28350, -0.42300, -0.08363], [-1.09731, -0.90159, -0.23346], [-2.13626, -0.04870, 0.50429], [-2.01450, 1.32332, 0.21603], [3.07578, 1.23041, 0.37889], [3.50420, -0.42804, -0.07217], [2.97589, 0.71923, -1.30996], [-1.32925, -0.88167, -1.30506], [-1.17666, -1.94409, 0.09944], [-3.13170, -0.34601, 0.16127], [-2.08307, -0.24049, 1.58761], [-1.10870, 1.57365, 0.44600]], "forces_ev_per_a": [[0.09, 0.04, -0.02], [-0.53, -0.19, -0.01], [0.48, 0.13, -0.09], [-0.03, -0.02, -0.09], [-0.13, -0.34, 0.09], [0.24, 0.11, 0.08], [-0.08, -0.11, -0.03], [-0.11, 0.10, 0.01], [0.01, -0.02, 0.13], [0.00, -0.03, 0.13], [0.01, 0.16, -0.03], [0.11, 0.02, 0.10], [0.05, 0.08, -0.17], [-0.11, 0.08, -0.10]], "smiles": "CC#CCCO", "e_homo_ev": -9.6, "de_lowest_ev": 1.913}



{"formula": "C5H10NO2", "method": "the ωB97M-V functional and the def2-TZVPD basis", "species": ["C", "C", "O", "N", "C", "C", "C", "O", "H", "H", "H", "H", "H", "H", "H", "H", "H", "H"], "positions_angstrom": [[2.62202, 1.39264, -0.16184], [1.40179, 0.51278, 0.06039], [1.48046, -0.32584, 1.01291], [0.39316, 0.77997, -0.74065], [-0.77506, -0.10058, -0.77243], [-0.47525, -1.61110, -0.69785], [-1.83092, 0.39860, 0.24857], [-2.55207, -0.61961, 0.93667], [2.87837, 1.92396, 0.75750], [2.46890, 2.11575, -0.96043], [3.49326, 0.76474, -0.37344], [-1.15973, 0.09366, -1.77486], [0.13627, -1.81785, -1.57574], [-1.35465, -2.26451, -0.74125], [0.14394, -1.80031, 0.18332], [-1.31974, 1.06299, 0.94763], [-2.57089, 1.01492, -0.26691], [-1.95215, -1.35607, 1.07479]], "forces_ev_per_a": [[0.34, 0.16, 0.13], [-0.54, -0.08, 0.62], [0.02, 0.08, -0.30], [0.35, -0.34, -0.53], [0.15, 0.39, 0.14], [0.36, 0.36, 0.02], [0.29, 0.09, -0.10], [-0.38, -0.01, 0.01], [-0.12, 0.03, 0.10], [0.00, -0.05, -0.07], [-0.09, -0.03, -0.14], [-0.42, -0.21, -0.07], [0.10, -0.22, -0.01], [-0.03, 0.21, 0.00], [-0.17, -0.18, -0.07], [0.09, -0.16, 0.21], [-0.12, -0.09, 0.01], [0.18, 0.05, 0.06]], "total_charge": -1, "smiles": "C/C([O-])=N/[C@@H](C)CO", "e_homo_ev": -3.4, "de_lowest_ev": 1.434}